Record 1
Here is a 2-piece molecular cluster, C5H12OS2 overall from the OMol25 dataset. Energies are from ωB97M-V/def2-TZVPD.

The value obtained for the orbital gap is 9.40 eV. Its energy relative to the best compared isomer or geometry (same formula, charge and spin) is 18.8 kcal per mole. The HOMO energy is -8.795 eV. The SMILES is C=C(C)O.CCSS. Its LUMO energy is 0.6 eV.

CARTESIAN COORDINATES (ANGSTROEM)
C: -0.642 -1.670 -0.853
C: 0.489 -0.658 -0.993
S: 2.078 -1.549 -0.935
S: 3.443 0.028 -1.073
H: -0.544 -2.211 0.087
H: -0.638 -2.386 -1.676
H: -1.597 -1.147 -0.848
H: 0.461 -0.016 -0.112
H: 0.471 -0.064 -1.903
H: 3.814 -0.301 -2.320
C: -2.025 0.204 2.027
C: -2.740 1.255 1.656
O: -2.586 2.451 2.347
C: -3.604 1.362 0.451
H: -2.183 -0.727 1.502
H: -1.332 0.227 2.854
H: -3.473 2.826 2.482
H: -3.704 0.396 -0.042
H: -4.600 1.740 0.694
H: -3.138 2.055 -0.252

---

Record 2
Here is C19H17Cl5IrNO2S as an isolated structure from the OMol25 dataset. Energies are from ωB97M-V/def2-TZVPD.

The value obtained for the orbital gap (alpha / beta) is 7.53 / 7.34 eV. Its multiplicity is 2. Its energy relative to the best compared isomer or geometry (same formula, charge and spin) is 0.0 kcal per mole. The HOMO energy (alpha / beta) is -5.275 / -5.274 eV. Its total charge is -1. Its LUMO energy (alpha / beta) is 2.3 / 2.1 eV.

CARTESIAN COORDINATES (ANGSTROEM)
Ir: 0.406 -1.730 0.212
Cl: -1.652 -2.184 -1.904
C: -2.411 -2.024 -0.351
C: -1.538 -1.855 0.706
C: -2.082 -1.810 1.984
Cl: -1.034 -1.683 3.344
C: -3.462 -1.871 2.175
Cl: -4.124 -1.782 3.763
C: -4.318 -2.006 1.081
Cl: -6.025 -2.077 1.312
C: -3.787 -2.096 -0.202
Cl: -4.806 -2.298 -1.574
C: 1.147 1.159 3.041
C: 0.499 2.076 2.002
C: -1.008 1.838 1.893
C: 1.264 2.064 0.686
C: 2.250 3.035 0.540
C: 2.985 3.166 -0.624
C: 2.683 2.335 -1.687
C: 1.712 1.343 -1.599
C: 1.372 0.604 -2.884
C: -0.108 0.760 -3.239
C: 1.833 -0.852 -2.946
C: 1.038 1.155 -0.371
O: 0.095 0.199 -0.221
H: 0.614 1.229 3.994
H: 2.188 1.446 3.206
H: 1.140 0.122 2.715
H: 0.615 3.101 2.374
H: -1.235 0.812 1.621
H: -1.451 2.489 1.136
H: -1.481 2.058 2.854
H: 2.428 3.714 1.368
H: 3.751 3.926 -0.714
H: 3.204 2.462 -2.631
H: 1.937 1.127 -3.663
H: -0.743 0.355 -2.453
H: -0.336 0.241 -4.174
H: -0.358 1.815 -3.363
H: 1.252 -1.499 -2.292
H: 2.881 -0.943 -2.655
H: 1.726 -1.233 -3.966
O: 1.709 -1.567 1.342
S: 0.323 -6.502 -0.059
C: 0.419 -4.890 0.065
N: 0.492 -3.728 0.156

---

Record 3
Here is C36H36N8O4S6W as an isolated structure in a non-equilibrium geometry from the OMol25 dataset. Energies are from ωB97M-V/def2-TZVPD.

The value obtained for the orbital gap is 6.61 eV. Its energy relative to the best compared isomer or geometry (same formula, charge and spin) is 37.2 kcal per mole. The HOMO energy is -7.138 eV. Its LUMO energy is -0.5 eV.

CARTESIAN COORDINATES (ANGSTROEM)
W: 0.971 -0.607 0.149
S: 3.459 -0.161 0.201
C: 3.820 1.083 -0.979
C: 5.137 1.309 -1.371
C: 5.428 2.277 -2.317
C: 4.405 3.028 -2.881
C: 3.094 2.819 -2.485
C: 2.799 1.849 -1.533
S: 1.151 1.633 -0.951
H: 5.917 0.709 -0.921
H: 6.455 2.449 -2.611
H: 4.626 3.783 -3.623
H: 2.287 3.410 -2.900
N: -4.807 1.753 5.417
C: -3.964 0.823 4.835
C: -4.465 -0.381 4.331
C: -3.624 -1.289 3.718
C: -2.275 -0.998 3.585
C: -1.762 0.194 4.073
C: -2.598 1.097 4.697
S: -1.161 -2.194 2.890
O: -0.038 -2.280 3.768
O: -1.905 -3.393 2.613
N: -0.671 -1.531 1.442
C: -1.651 -1.443 0.510
S: -3.217 -2.200 0.523
C: -3.571 -1.409 -0.977
C: -2.518 -0.679 -1.388
N: -1.430 -0.696 -0.550
H: -5.691 1.406 5.749
H: -4.363 2.413 6.035
H: -5.520 -0.599 4.440
H: -3.990 -2.243 3.367
H: -0.701 0.390 3.988
H: -2.199 2.019 5.103
H: -4.526 -1.540 -1.453
H: -2.468 -0.097 -2.293
N: -0.583 1.169 1.155
C: -0.930 2.161 1.629
N: -1.259 3.285 2.218
C: -2.655 3.686 2.371
C: -3.013 4.675 1.264
O: -2.126 5.777 1.281
C: -0.781 5.380 1.075
C: -0.322 4.411 2.159
H: -2.751 4.187 3.337
H: -3.300 2.809 2.350
H: -4.012 5.080 1.421
H: -2.977 4.167 0.290
H: -0.189 6.294 1.102
H: -0.667 4.902 0.093
H: -0.333 4.902 3.135
H: 0.680 4.039 1.946
C: 2.615 -1.010 5.439
O: 2.696 -1.754 4.225
C: 2.199 -1.289 3.105
S: 1.615 0.268 2.878
S: 2.242 -2.361 1.792
H: 2.233 -1.692 6.195
H: 1.950 -0.155 5.335
H: 3.616 -0.671 5.705
C: 0.042 -4.415 -0.447
C: 0.972 -4.211 -1.611
C: 1.300 -5.263 -2.447
C: 2.147 -5.079 -3.530
C: 2.676 -3.824 -3.779
C: 2.376 -2.741 -2.970
C: 2.961 -1.387 -3.264
C: 1.515 -2.928 -1.864
N: 1.191 -1.887 -1.049
H: 0.031 -5.459 -0.139
H: -0.980 -4.128 -0.711
H: 0.346 -3.805 0.402
H: 0.887 -6.243 -2.245
H: 2.395 -5.910 -4.177
H: 3.341 -3.675 -4.622
H: 4.043 -1.394 -3.122
H: 2.535 -0.640 -2.600
H: 2.760 -1.099 -4.298
N: -0.873 -0.596 -8.487
C: -0.691 -0.551 -7.353
C: -0.486 -0.471 -5.940
C: -0.130 0.738 -5.348
C: 0.007 0.776 -3.970
N: -0.185 -0.277 -3.179
C: -0.526 -1.425 -3.759
C: -0.685 -1.582 -5.126
H: 0.030 1.620 -5.952
H: 0.273 1.697 -3.469
H: -0.702 -2.261 -3.093
H: -0.950 -2.540 -5.550

---

Record 4
Here is C2H7N5S in the gas phase from the OMol25 dataset. Energies are from ωB97M-V/def2-TZVPD.

The value obtained for the orbital gap is 9.99 eV. Its energy relative to the best compared isomer or geometry (same formula, charge and spin) is 13.4 kcal per mole. The HOMO energy is -9.326 eV. The SMILES is [H]/N=C(/NN)S/C=N\N. Its LUMO energy is 0.7 eV.

CARTESIAN COORDINATES (ANGSTROEM)
C: -0.705 0.375 -0.358
C: 1.670 -1.033 -0.617
H: -2.526 -1.045 1.272
H: -2.818 -1.278 -0.299
H: -2.470 1.301 -0.164
H: 0.808 1.186 -1.220
H: 1.958 -1.626 -1.459
H: 2.939 1.163 1.172
H: 1.296 0.785 1.111
N: -2.809 -0.597 0.431
N: -1.987 0.484 0.143
N: -0.133 1.390 -0.883
N: 2.542 -0.291 -0.060
N: 2.248 0.457 1.027
S: -0.013 -1.271 -0.096

---

Record 5
Here is C4H6F2O in the gas phase in a non-equilibrium geometry from the OMol25 dataset. Energies are from ωB97M-V/def2-TZVPD.

The value obtained for the orbital gap is 10.90 eV. Its energy relative to the best compared isomer or geometry (same formula, charge and spin) is 73.6 kcal per mole. The HOMO energy is -10.254 eV. The SMILES is OC1(C(F)F)CC1. Its LUMO energy is 0.6 eV.

CARTESIAN COORDINATES (ANGSTROEM)
C: -0.510 0.304 0.110
C: -1.420 -0.547 0.969
C: -1.408 -0.719 -0.563
C: 0.929 0.049 -0.284
H: -0.866 1.593 -1.230
H: -0.959 -1.399 1.493
H: -2.377 0.089 1.322
H: -1.309 -1.920 -0.860
H: -2.436 -0.296 -0.938
H: 1.009 0.527 -1.221
O: -1.067 1.480 -0.186
F: 1.238 -1.228 -0.259
F: 2.087 0.678 0.429

---

Record 6
Here is C23H31ClN6O2 in the gas phase in a non-equilibrium geometry from the OMol25 dataset. Energies are from ωB97M-V/def2-TZVPD.

The value obtained for the orbital gap is 8.37 eV. Its energy relative to the best compared isomer or geometry (same formula, charge and spin) is 1.7 kcal per mole. The HOMO energy is -7.784 eV. The SMILES is CCCCCCn1c(N2CCN(Cc3ccccc3Cl)CC2)nc2c1c(=O)[nH]c(=O)n2C. Its LUMO energy is 0.6 eV.

CARTESIAN COORDINATES (ANGSTROEM)
C: 3.811 -0.833 1.807
C: 3.128 -1.964 1.047
C: 1.844 -2.414 1.739
C: 1.118 -3.493 0.937
C: -0.218 -3.926 1.551
H: -0.417 -4.968 1.297
H: -0.173 -3.857 2.639
C: -1.419 -3.118 1.047
N: -1.346 -1.729 1.429
C: -0.855 -0.660 0.750
N: -0.705 0.414 1.520
C: -1.118 0.029 2.744
C: -1.528 -1.295 2.732
C: -2.039 -1.942 3.896
O: -2.445 -3.080 4.027
N: -2.023 -1.053 4.977
C: -1.626 0.269 5.040
O: -1.693 0.901 6.071
N: -1.156 0.806 3.862
C: -0.723 2.184 3.809
H: -1.340 2.738 3.102
H: 0.316 2.230 3.482
H: -0.825 2.602 4.808
H: -2.369 -1.426 5.854
N: -0.475 -0.720 -0.566
C: 0.448 0.325 -0.994
C: -0.285 1.614 -1.383
N: -1.312 1.398 -2.388
C: -0.793 1.190 -3.734
C: -0.056 2.417 -4.199
C: -0.732 3.631 -4.253
C: -0.100 4.788 -4.667
C: 1.233 4.750 -5.042
C: 1.928 3.556 -4.992
C: 1.284 2.404 -4.569
Cl: 2.211 0.937 -4.511
H: 2.968 3.513 -5.275
H: 1.735 5.647 -5.371
H: -0.646 5.719 -4.701
H: -1.767 3.649 -3.951
H: -1.656 1.032 -4.389
H: -0.139 0.312 -3.821
C: -2.217 0.358 -1.944
C: -1.508 -0.957 -1.568
H: -2.249 -1.659 -1.185
H: -1.025 -1.397 -2.446
H: -2.958 0.168 -2.724
H: -2.734 0.738 -1.056
H: 0.425 2.353 -1.754
H: -0.774 2.013 -0.490
H: 1.140 0.524 -0.178
H: 1.007 -0.070 -1.847
H: -1.468 -3.188 -0.039
H: -2.331 -3.532 1.486
H: 0.947 -3.129 -0.079
H: 1.775 -4.363 0.867
H: 1.201 -1.544 1.873
H: 2.083 -2.802 2.732
H: 2.889 -1.626 0.036
H: 3.812 -2.811 0.960
H: 4.077 -1.155 2.811
H: 4.717 -0.518 1.295
H: 3.146 0.024 1.889

---

Record 7
Here is C23H27N3O7S in the gas phase in a non-equilibrium geometry from the OMol25 dataset. Energies are from ωB97M-V/def2-TZVPD.

The value obtained for the orbital gap is 8.77 eV. Its energy relative to the best compared isomer or geometry (same formula, charge and spin) is 9.0 kcal per mole. The HOMO energy is -8.387 eV. The SMILES is CCOc1ccc(C(=O)NCC(=O)OCC(=O)Nc2cccc(S(=O)(=O)N3CCCC3)c2)cc1. Its LUMO energy is 0.4 eV.

CARTESIAN COORDINATES (ANGSTROEM)
C: -5.048 -3.671 0.967
C: -3.862 -3.234 0.121
H: -4.066 -2.273 -0.363
H: -3.643 -3.990 -0.644
O: -2.746 -3.100 0.993
C: -1.562 -2.703 0.499
C: -1.299 -2.425 -0.844
C: -0.037 -2.032 -1.241
C: 0.998 -1.908 -0.317
C: 0.728 -2.188 1.028
C: -0.523 -2.577 1.430
H: -0.735 -2.794 2.465
H: 1.533 -2.089 1.741
C: 2.371 -1.481 -0.638
O: 3.220 -1.304 0.231
N: 2.691 -1.218 -1.927
H: 2.065 -1.455 -2.678
C: 4.071 -0.925 -2.255
H: 4.102 -0.164 -3.039
C: 4.807 -0.381 -1.025
O: 5.806 -0.849 -0.561
O: 4.337 0.863 -0.731
C: 4.643 1.368 0.561
H: 5.382 0.725 1.048
C: 3.380 1.423 1.430
O: 3.416 1.494 2.632
N: 2.252 1.441 0.664
C: 0.937 1.200 1.030
C: 0.523 1.043 2.352
C: -0.798 0.741 2.632
C: -1.732 0.613 1.614
C: -1.317 0.802 0.311
C: -0.005 1.087 0.007
H: 0.279 1.189 -1.029
S: -2.473 0.700 -1.055
O: -3.543 -0.188 -0.699
O: -1.728 0.424 -2.250
N: -3.164 2.202 -1.263
C: -2.263 3.275 -1.622
H: -1.400 2.853 -2.134
C: -1.923 4.004 -0.310
H: -1.851 5.078 -0.471
C: -3.074 3.642 0.645
H: -2.691 3.148 1.537
H: -3.632 4.522 0.958
C: -3.972 2.689 -0.166
H: -4.343 1.837 0.400
H: -4.826 3.227 -0.589
H: -0.971 3.656 0.089
H: -2.790 3.942 -2.311
H: -2.758 0.350 1.813
H: -1.102 0.598 3.658
H: 1.250 1.133 3.143
H: 2.431 1.388 -0.333
H: 5.055 2.376 0.453
H: 4.601 -1.824 -2.590
H: 0.107 -1.805 -2.286
H: -2.079 -2.491 -1.583
H: -4.828 -4.612 1.466
H: -5.922 -3.798 0.334
H: -5.263 -2.919 1.721

---

Record 8
Here is a 2-piece molecular cluster, C5H14 overall in a non-equilibrium geometry from the OMol25 dataset. Energies are from ωB97M-V/def2-TZVPD.

The value obtained for the orbital gap is 12.22 eV. Its energy relative to the best compared isomer or geometry (same formula, charge and spin) is 20.7 kcal per mole. The HOMO energy is -11.104 eV. The SMILES is CCC.CC. Its LUMO energy is 1.1 eV.

CARTESIAN COORDINATES (ANGSTROEM)
C: 1.296 0.685 -0.236
C: 2.742 1.092 -0.432
C: 0.545 0.633 -1.586
H: 0.782 1.283 0.598
H: 1.302 -0.329 0.159
H: 2.990 2.110 -0.638
H: 3.438 0.713 0.348
H: 0.087 1.499 -1.978
H: -0.355 -0.029 -1.383
H: 3.277 0.452 -1.207
H: 0.939 0.114 -2.444
C: -1.522 -0.675 1.388
C: -2.780 -1.358 0.883
H: -1.426 0.436 1.375
H: -1.255 -1.087 2.341
H: -0.700 -0.940 0.723
H: -2.611 -2.390 0.785
H: -3.044 -1.030 -0.148
H: -3.704 -1.179 1.451